C30H64MgO20S6 as an isolated structure in a non-equilibrium geometry. Source: the OMol25 dataset; level of theory: wB97M-V/def2-TZVPD.

Last column: Löwdin charge in e.
Geometry (Å):
Mg1 -14.286 20.814 -4.962  1.189
O1 -14.177 18.229 -3.876  -0.405
C1 -14.995 17.232 -4.534  -0.373
C2 -16.206 17.761 -5.436  -0.413
O2 -16.042 18.988 -6.103  -0.388
H1 -15.276 16.490 -3.786  0.076
H2 -14.488 16.528 -5.193  0.061
H3 -17.108 17.834 -4.829  0.065
H4 -16.496 16.948 -6.103  0.072
C3 -16.367 14.535 -11.456  -0.022
C4 -15.888 15.908 -10.992  -0.318
C5 -14.373 16.053 -10.720  -0.136
O3 -14.085 17.354 -11.092  0.063
C6 -15.061 17.837 -11.928  -0.503
O4 -15.158 18.906 -12.386  0.194
O5 -16.024 16.820 -12.105  0.048
H5 -15.711 14.262 -12.282  0.085
H6 -17.392 14.658 -11.806  0.088
H7 -16.266 13.779 -10.677  0.082
H8 -16.442 16.202 -10.100  0.151
H9 -13.761 15.334 -11.264  0.133
H10 -14.259 15.860 -9.653  0.136
C7 -10.054 14.105 1.375  -0.020
C8 -10.782 14.823 0.192  -0.255
C9 -10.671 14.091 -1.165  -0.158
O6 -11.857 13.503 -1.415  0.086
C10 -12.769 13.866 -0.482  -0.525
O7 -13.955 13.617 -0.459  0.141
O8 -12.191 14.665 0.432  0.068
H11 -10.166 14.607 2.336  0.081
H12 -8.979 14.176 1.208  0.076
H13 -10.248 13.033 1.415  0.090
H14 -10.519 15.878 0.115  0.148
H15 -9.940 13.289 -1.065  0.132
H16 -10.355 14.785 -1.944  0.136
C11 -18.578 16.718 0.657  -0.009
C12 -17.313 17.190 1.358  -0.333
C13 -16.662 18.429 0.771  -0.085
O9 -16.767 19.362 1.767  0.130
C14 -17.406 18.961 2.751  -0.547
O10 -17.579 19.543 3.881  0.056
O11 -17.833 17.687 2.532  0.060
H17 -19.088 15.901 1.168  0.091
H18 -18.227 16.384 -0.320  0.086
H19 -19.216 17.590 0.516  0.095
H20 -16.559 16.471 1.678  0.163
H21 -17.159 18.857 -0.100  0.147
H22 -15.606 18.205 0.621  0.146
C15 -15.247 11.257 -6.894  -0.014
C16 -15.984 11.704 -5.651  -0.320
C17 -17.385 12.365 -5.843  -0.057
O12 -18.264 11.274 -5.826  0.123
C18 -17.656 10.256 -5.414  -0.661
O13 -18.184 9.187 -5.231  0.143
O14 -16.396 10.523 -5.092  0.077
H23 -14.942 12.154 -7.434  0.083
H24 -15.892 10.706 -7.578  0.096
H25 -14.454 10.589 -6.558  0.096
H26 -15.338 12.166 -4.905  0.162
H27 -17.530 12.973 -6.736  0.136
H28 -17.660 12.971 -4.979  0.136
C19 -17.064 24.825 -3.099  -0.244
S1 -17.473 23.159 -2.432  0.861
O15 -16.438 22.368 -3.174  -0.616
C20 -19.056 22.934 -3.321  -0.262
H29 -15.981 24.934 -3.040  0.049
H30 -17.503 25.511 -2.375  0.039
H31 -17.444 25.043 -4.097  0.057
H32 -19.070 23.007 -4.409  0.060
H33 -19.677 23.800 -3.092  0.046
H34 -19.586 22.031 -3.020  0.049
C21 -15.129 26.122 -8.101  -0.258
S2 -14.067 24.644 -7.822  0.842
O16 -14.858 23.764 -6.833  -0.601
C22 -14.358 23.945 -9.459  -0.266
H35 -14.937 26.689 -7.190  0.036
H36 -16.190 25.919 -8.250  0.060
H37 -14.765 26.751 -8.914  0.052
H38 -13.853 22.980 -9.495  0.049
H39 -13.874 24.506 -10.259  0.062
H40 -15.427 23.734 -9.444  0.056
C23 -20.258 19.364 -9.491  -0.252
S3 -19.858 20.889 -10.431  0.837
O17 -21.205 21.332 -10.987  -0.594
C24 -19.555 22.045 -9.039  -0.268
H41 -19.519 19.260 -8.696  0.042
H42 -20.220 18.492 -10.144  0.046
H43 -21.249 19.459 -9.049  0.055
H44 -20.478 22.299 -8.516  0.055
H45 -19.047 22.952 -9.366  0.037
H46 -18.810 21.630 -8.360  0.042
C25 -9.417 20.406 -8.784  -0.259
S4 -10.511 19.439 -7.692  0.838
O18 -11.475 20.411 -7.025  -0.601
C26 -9.305 18.863 -6.444  -0.257
H47 -8.887 19.691 -9.413  0.047
H48 -8.660 20.965 -8.235  0.049
H49 -10.006 21.122 -9.359  0.052
H50 -9.824 18.354 -5.632  0.052
H51 -8.775 19.688 -5.967  0.052
H52 -8.582 18.197 -6.915  0.050
C27 -12.467 23.383 -0.270  -0.227
S5 -11.202 22.937 -1.596  0.834
O19 -11.943 22.787 -2.918  -0.600
C28 -10.451 24.632 -1.606  -0.259
H53 -12.996 24.188 -0.779  0.042
H54 -11.989 23.701 0.657  0.050
H55 -13.041 22.471 -0.104  0.045
H56 -9.587 24.597 -2.270  0.043
H57 -10.127 24.977 -0.625  0.050
H58 -11.220 25.309 -1.980  0.050
C29 -22.299 14.580 -3.872  -0.238
S6 -21.902 15.830 -5.219  0.852
O20 -23.196 15.690 -6.021  -0.601
C30 -22.060 17.350 -4.163  -0.268
H59 -23.358 14.416 -3.676  0.056
H60 -21.820 14.949 -2.965  0.036
H61 -21.922 13.679 -4.355  0.032
H62 -21.996 18.134 -4.917  0.033
H63 -21.105 17.375 -3.638  0.037
H64 -22.954 17.504 -3.558  0.060

- energy relative to the best compared isomer or geometry (same formula, charge and spin) (kcal/mol) = 257.4

An isolated ion of composition C9H14NO2S and charge +1 in a non-equilibrium geometry. Source: the OMol25 dataset; level of theory: wB97M-V/def2-TZVPD.

Last column: natural (NBO) charge in e.
Geometry (Å):
C1 3.303 1.175 0.352  -0.050
C2 2.718 1.292 -0.921  -0.226
C3 2.547 0.688 1.385  -0.236
C4 1.495 0.660 -1.127  0.108
C5 1.378 0.016 1.139  0.102
C6 -0.562 -2.928 -0.286  -0.594
C7 -3.272 1.086 -0.238  -0.838
C8 -0.986 -1.560 0.307  -0.415
C9 -0.512 -0.370 -0.386  -0.212
N1 0.852 -0.025 -0.142  -0.312
O1 -1.163 1.464 1.491  -0.913
O2 -0.999 2.200 -0.894  -0.932
S1 -1.511 1.344 0.118  2.111
H1 4.357 1.273 0.396  0.246
H2 2.987 2.011 -1.642  0.258
H3 2.950 1.003 2.307  0.263
H4 0.967 0.819 -2.097  0.258
H5 0.911 -0.436 1.988  0.255
H6 0.443 -2.673 -0.509  0.199
H7 -0.717 -3.592 0.517  0.233
H8 -1.131 -3.232 -1.117  0.225
H9 -3.875 1.252 0.646  0.275
H10 -3.540 1.854 -1.001  0.288
H11 -3.160 0.041 -0.494  0.240
H12 -2.218 -1.449 0.300  0.218
H13 -0.579 -1.492 1.351  0.218
H14 -0.683 -0.419 -1.442  0.231

- energy relative to the best compared isomer or geometry (same formula, charge and spin) (kcal/mol) = 64.8
- SMILES = CC[C@H]([n+]1ccccc1)S(C)(=O)=O
- charge = +1

C2H3N2P3 in the gas phase in a non-equilibrium geometry. Source: the OMol25 dataset; level of theory: wB97M-V/def2-TZVPD.

Last column: natural (NBO) charge in e.
Geometry (Å):
C1 -0.813 0.506 -0.765  -0.862
C2 -1.347 -0.461 0.340  -0.714
N1 1.618 1.105 0.427  -1.246
N2 3.240 -1.146 0.805  -0.681
P1 0.377 1.850 -0.126  0.921
P2 -0.199 -1.240 -0.864  0.614
P3 1.945 -0.604 0.298  1.180
H1 -1.565 0.926 -1.431  0.265
H2 -0.822 -0.229 1.276  0.259
H3 -2.432 -0.708 0.038  0.266

- multiplicity = 3
- energy relative to the best compared isomer or geometry (same formula, charge and spin) (kcal/mol) = 50.1
- <S²> = 2.043

A 4-piece molecular cluster, C17H34Cl6N4O4P overall in a non-equilibrium geometry. Source: the OMol25 dataset; level of theory: wB97M-V/def2-TZVPD.

Last column: natural (NBO) charge in e.
Geometry (Å):
C1 1.919 -0.580 3.312  -0.629
C2 2.372 -0.129 1.901  -0.445
C3 1.542 -0.748 0.740  -0.143
P1 1.707 -2.617 0.963  1.324
N1 0.546 -3.239 1.825  -1.288
N2 2.185 -0.343 -0.554  -0.714
C4 2.035 1.034 -0.756  0.746
N3 3.154 1.709 -1.082  -0.805
N4 0.911 1.721 -0.630  -0.510
C5 -0.080 1.205 0.380  -0.035
C6 0.091 2.066 1.701  -0.520
C7 -1.301 2.611 2.087  0.789
O1 -1.964 1.922 2.768  -0.545
O2 -1.763 3.798 1.624  -0.705
C8 0.059 -0.284 0.679  -0.306
C9 -0.739 -1.235 -0.280  -0.110
O3 -1.784 -0.604 -1.034  -0.537
C10 -2.920 -0.400 -0.309  0.798
C11 -4.176 -0.151 -1.150  -0.721
O4 -2.958 -0.372 0.866  -0.564
H1 0.883 -0.303 3.558  0.223
H2 2.558 -0.063 4.050  0.232
H3 2.047 -1.655 3.501  0.237
H4 3.414 -0.476 1.762  0.226
H5 2.412 0.974 1.887  0.213
H6 2.945 -2.796 1.632  -0.036
H7 1.840 -3.139 -0.350  -0.063
H8 0.058 -3.944 1.274  0.383
H9 1.778 -0.821 -1.368  0.435
H10 3.979 1.503 -0.536  0.439
H11 3.149 2.386 -1.834  0.433
H12 1.104 2.710 -0.499  0.422
H13 -1.076 1.478 0.006  0.254
H14 0.405 1.471 2.559  0.255
H15 0.751 2.933 1.545  0.223
H16 -2.289 4.171 2.366  0.516
H17 -0.366 -0.449 1.682  0.292
H18 -0.126 -1.789 -1.011  0.193
H19 -1.211 -1.994 0.362  0.238
H20 -4.078 0.819 -1.664  0.246
H21 -5.024 -0.089 -0.461  0.249
H22 -4.302 -0.937 -1.909  0.242
Cl1 -1.764 4.614 4.642  -0.067
C12 -0.232 4.443 5.541  -0.382
C13 0.877 5.294 4.971  -0.381
Cl2 1.420 4.725 3.372  -0.083
H23 0.034 3.388 5.550  0.225
H24 -0.436 4.753 6.565  0.239
H25 1.744 5.255 5.629  0.233
H26 0.571 6.333 4.870  0.235
Cl3 -3.376 0.228 -4.785  -0.061
C14 -2.449 -1.281 -4.579  -0.388
C15 -2.934 -2.377 -5.496  -0.394
Cl4 -4.558 -2.952 -5.045  -0.053
H27 -2.513 -1.577 -3.533  0.220
H28 -1.409 -1.046 -4.804  0.218
H29 -2.263 -3.233 -5.431  0.227
H30 -2.967 -2.046 -6.532  0.228
Cl5 0.220 -4.534 -5.213  -0.039
C16 1.772 -4.082 -4.470  -0.397
C17 1.588 -3.494 -3.092  -0.380
Cl6 0.789 -1.893 -3.149  -0.060
H31 2.278 -3.387 -5.137  0.232
H32 2.370 -4.990 -4.403  0.240
H33 2.559 -3.348 -2.619  0.226
H34 0.992 -4.145 -2.455  0.232

- charge = +1

Number 1: calculated total energy -143541.6982 eV. Number 2: calculated total energy -25971.1772 eV. Number 3: calculated total energy -32963.3830 eV. Number 4: calculated total energy -116747.7709 eV.